Record 1
Formula: C48H51Cl4N9O4SSr
Source: the OMol25 dataset
Level of theory: the ωB97M-V functional and the def2-TZVPD basis

```
118
Properties=species:S:1:pos:R:3:forces:R:3
O -1.1970 -3.4621 0.7977 0.06 0.04 0.01
C -2.8997 -0.9697 1.6739 0.01 -0.02 0.04
N 1.5260 0.4050 -1.9028 0.03 -0.15 0.10
C -3.1172 0.2074 2.3520 -0.02 -0.01 -0.01
N -0.7630 -0.1973 0.9299 -0.19 0.17 -0.19
C -1.6049 -2.4451 0.1848 0.04 -0.02 -0.02
C -3.2503 5.4503 1.9295 0.00 0.00 0.03
N 1.5560 -2.8061 1.6251 -0.26 -0.30 -0.09
H 6.8026 3.9351 -1.0126 0.00 0.00 0.00
H 0.7764 -3.3833 1.3045 0.00 -0.04 0.07
H -5.0329 5.6879 0.7459 0.00 0.00 0.00
C 5.6552 2.8055 0.4203 -0.01 0.01 0.00
H 5.6376 -3.3411 0.3361 0.00 0.00 -0.01
H 1.3756 -2.4741 2.5703 0.09 0.06 0.00
H -2.5380 4.1627 -2.7734 0.00 -0.01 0.00
H -1.3203 2.9663 -3.2525 0.01 0.00 0.00
S 3.3464 -2.6721 -0.8529 -0.11 -0.15 -0.09
N 3.7780 1.6012 -0.4660 0.05 -0.17 0.11
H -0.3427 4.3791 5.0998 -0.01 0.00 0.00
H -1.0456 2.2787 -0.9150 0.09 -0.07 0.10
H -6.7189 -3.4333 -2.2480 0.00 0.00 0.00
H -3.8899 -0.9553 -2.3394 -0.03 -0.01 0.01
C 4.5887 -0.7295 2.9236 -0.02 -0.12 0.05
H 1.8165 -3.8694 -3.1864 0.05 0.01 0.03
H -3.6255 -6.3244 -4.1314 0.00 0.00 0.00
H -5.2832 -4.8154 -3.0946 0.00 0.00 0.00
N 4.9599 -3.7131 0.9839 -0.02 0.00 0.04
C -1.1598 5.2003 3.2725 0.00 0.01 0.01
H -1.1185 -0.9514 -3.4779 -0.01 0.00 0.00
Cl 7.8258 -0.6076 5.3551 0.00 0.00 0.00
C -0.0250 -4.1982 -2.1035 0.01 0.03 0.02
H -0.8640 4.3386 -2.2265 -0.01 0.00 0.00
C -1.5786 3.9037 1.0984 0.02 -0.10 -0.10
H 0.7167 6.1786 3.7434 -0.01 0.01 0.00
H 0.3732 -3.3401 -4.0678 0.02 0.01 0.02
C -0.2144 -0.3667 -3.3756 -0.02 -0.01 0.02
C -2.3966 3.6782 -0.0404 0.07 0.01 0.11
H -3.2787 1.1394 -0.6126 0.02 -0.04 0.06
C 5.8860 -0.7826 3.4365 0.00 0.03 0.02
C 0.3798 0.3060 -4.4360 0.00 0.01 0.00
O 4.3101 -0.8980 1.6734 0.45 0.08 0.22
H 3.1314 -3.7506 2.5404 0.00 -0.04 -0.01
C -1.9591 -5.3374 -3.2044 0.00 -0.01 0.01
C -4.0699 5.1998 0.8384 -0.02 0.02 -0.01
H -1.2301 -6.0066 -3.6485 0.00 -0.01 0.00
C -1.7135 -1.1334 0.9551 0.03 -0.01 0.16
H 0.2953 -6.3184 -1.7729 0.02 -0.01 0.00
H -2.3442 2.1804 2.7087 0.02 0.01 -0.02
C 4.5596 1.9769 0.5518 -0.02 0.06 0.02
C 0.1413 5.8936 2.8581 0.04 0.01 0.00
N -0.3139 3.3625 1.2434 -0.15 -0.10 -0.27
O 2.2828 -0.5016 3.3843 0.05 -0.12 0.07
H -3.9245 2.1434 -1.9159 0.01 -0.01 0.01
C 5.9530 3.2829 -0.8503 0.00 0.00 -0.01
C -2.0153 4.8344 2.0724 -0.06 0.02 0.01
N 2.7805 -3.5048 1.6264 0.01 0.12 0.07
C 0.0087 2.1025 1.3009 -0.04 0.06 0.01
H -4.2443 4.1402 -1.0085 0.01 0.00 0.01
C 0.7757 -4.1100 -3.4050 0.01 0.03 0.00
Cl 5.4763 0.0300 7.3417 0.00 0.00 0.00
C -1.5104 -4.3179 -2.3654 0.02 -0.07 0.00
H 5.3475 3.2860 -2.9101 0.00 0.00 0.00
H -1.7511 5.9284 3.8409 0.01 0.01 0.01
C 5.1471 -0.2718 5.6600 0.01 0.00 0.00
C -3.3011 -5.5231 -3.4770 0.02 0.00 0.00
H -5.2591 -1.5985 -3.2754 0.00 0.00 0.00
H 0.7454 5.2229 2.2480 -0.01 0.02 0.02
H -0.0700 6.7963 2.2797 0.00 0.00 -0.01
C -1.0319 0.9984 1.4990 -0.01 0.01 0.02
C -1.6533 3.6139 -2.4365 0.01 0.01 -0.01
C -1.9687 2.7824 -1.1901 0.00 0.00 0.06
C -3.0094 1.7063 -1.5039 0.02 0.04 -0.01
C -2.1816 1.2244 2.2361 0.01 0.05 0.00
H 4.2915 1.5846 1.5250 0.03 -0.01 0.00
N 3.2892 1.7226 -2.7724 0.00 0.03 0.01
C -3.8222 -3.6409 -2.0576 -0.04 0.01 -0.02
H -0.0601 -0.7663 -1.2909 0.01 0.01 -0.03
H -5.5495 -0.6571 -1.8000 0.01 0.00 0.00
C -4.8862 -1.3909 -2.2675 0.02 0.01 0.00
C 3.7006 -3.2850 0.6656 0.02 -0.04 -0.06
C -0.8768 4.0270 4.2132 0.02 -0.02 0.02
C 6.1805 -0.5492 4.7932 -0.01 0.00 0.00
N -2.1182 -2.3212 -1.0158 0.00 0.02 -0.05
C 3.8226 -0.2407 5.1862 -0.14 -0.11 0.05
C -2.4453 -3.4469 -1.7850 -0.02 0.03 0.03
C 5.1508 2.9227 -1.9084 -0.01 0.00 0.01
Sr 2.1344 -0.3372 0.8947 0.06 -0.27 -0.83
H -1.8049 3.5563 4.5469 0.00 0.00 0.00
O 1.2015 1.7004 1.2321 -0.43 0.91 0.24
C -6.2280 -3.2737 -1.2839 0.00 0.01 -0.01
C 0.3946 -0.2729 -2.1408 -0.02 -0.02 0.01
H -4.4544 -2.4200 -0.4604 0.01 0.01 0.02
H 3.6138 2.1377 -3.6276 0.00 0.01 0.00
C 1.5378 1.0171 -4.2141 0.01 0.00 0.01
C 0.4651 -5.3715 -1.2504 0.01 0.04 0.00
H 1.5348 -5.2736 -1.0514 0.03 0.02 0.01
H -0.2586 3.2707 3.7306 -0.01 0.03 0.03
H 2.0241 1.5580 -5.0175 0.00 -0.01 -0.01
C -4.8299 -2.6838 -1.4500 0.00 -0.01 -0.02
C 4.0620 2.0676 -1.6682 -0.03 -0.02 -0.02
H 0.7609 -5.0613 -3.9449 -0.02 0.00 -0.01
H -6.8553 -2.5845 -0.7132 0.00 0.00 0.00
Cl 2.5107 0.0763 6.2869 0.00 0.01 0.00
C -3.6226 4.3269 -0.1383 0.01 0.00 0.01
C -4.2282 -4.6694 -2.8943 0.00 0.01 0.02
H -0.0567 0.2779 -5.4272 0.00 0.00 0.00
C 2.0922 1.0296 -2.9229 -0.01 -0.03 -0.01
H -3.6186 -1.7783 1.6879 0.00 -0.01 0.01
H -4.0159 0.3557 2.9391 0.00 -0.01 0.00
C 3.4800 -0.4918 3.8506 0.23 0.04 -0.04
H -3.5736 6.1480 2.6964 0.00 0.00 0.00
H -2.6186 0.9997 -2.2365 0.04 -0.02 -0.04
H -0.0748 -5.3930 -0.3038 0.00 0.01 -0.01
H 0.1494 -3.2811 -1.5381 -0.01 -0.01 -0.01
H 6.2541 3.0554 1.2840 0.00 0.01 0.00
H -6.2004 -4.2295 -0.7567 0.00 0.00 0.00
H 5.2340 -3.5208 1.9403 0.01 0.03 0.00
Cl 7.1753 -1.1140 2.3025 0.00 0.00 0.00
```
Forces are in eV/Å.

Properties
E_HOMO: -2.0 eV
Net charge: -2
Electronic energy: -133974.691 eV

***

Record 2
Formula: C5H14NO2
Source: the OMol25 dataset
Level of theory: the ωB97M-V functional and the def2-TZVPD basis

```
22
Properties=species:S:1:pos:R:3:forces:R:3
H 1.8471 0.7728 0.2000 0.42 0.39 0.40
C -1.0708 0.8731 0.3361 1.41 -0.55 0.40
O 0.9096 -1.2325 1.0438 0.14 -0.18 -0.39
H 1.9002 1.5466 -1.4005 0.07 -0.09 0.07
C -0.0066 0.7398 -0.7746 -0.87 -0.32 -1.10
H 0.0550 1.5241 -2.6682 0.10 -0.32 -0.21
H -0.6266 -2.1118 2.0964 0.35 -0.23 0.30
C 1.3256 1.4321 -0.4792 -0.96 -0.28 -0.51
H 1.5939 -2.0683 -1.0078 0.59 0.32 -0.64
H 1.1018 2.4212 -0.0910 0.36 0.17 0.31
H -0.6740 1.6475 0.9968 -0.41 0.01 0.35
H -1.2591 1.9296 -1.9046 -0.20 0.01 0.17
H 1.0832 -3.0420 -0.1521 -0.12 -0.78 0.62
H 0.1861 -0.3181 -0.9494 0.18 -0.27 0.30
H -2.0147 1.2019 -0.0714 -0.22 0.24 -0.23
O 1.6872 -3.0171 -0.8924 -0.26 0.27 -0.20
N -0.6507 1.1325 -2.0520 0.32 0.81 -0.01
H 0.1338 -0.5615 2.6794 -0.33 0.07 0.27
H -2.1767 -0.1467 1.7851 0.03 -0.54 0.57
H -1.7711 -1.1482 0.3922 -0.19 -0.08 -0.11
C -0.1925 -1.1496 1.8095 -0.90 0.44 0.48
C -1.3805 -0.4255 1.1038 0.48 0.93 -0.84
```
Forces are in eV/Å.

Properties
Spin multiplicity: 2
E_HOMO (spin up / spin down): -9.5 / -9.5 eV
⟨S²⟩: 0.754
Electronic energy: -10994.447 eV

***

Record 3
Formula: C2H16Si5
Source: the OMol25 dataset
Level of theory: the ωB97M-V functional and the def2-TZVPD basis

```
23
Properties=species:S:1:pos:R:3:forces:R:3
H -1.8342 -2.9037 -1.1085 1.20 -0.77 0.21
C 0.2802 2.0472 -0.7892 1.32 2.55 1.90
Si 4.3019 1.1301 0.4151 0.27 1.20 0.83
H 2.2821 -0.5976 2.3522 0.65 -0.20 -1.43
H 5.6517 0.8030 -0.0385 0.33 -0.40 0.05
H -4.6691 0.0470 1.6348 1.19 -0.33 -0.32
H -3.0898 -2.5288 -2.2582 0.69 0.45 0.19
Si 2.8983 -0.5716 0.9062 -0.40 -0.49 0.56
Si -3.1316 -0.1515 1.4081 -0.74 3.30 -0.68
H 0.0485 2.6788 -1.6652 0.54 -0.92 -0.39
H 4.3439 1.7735 1.7863 0.17 -0.09 -0.49
H -2.5074 1.2689 1.8905 -0.71 -1.34 -0.72
H 3.9470 2.2284 -0.5233 -0.43 -0.26 0.00
Si -2.4624 -0.4699 -0.9350 -1.52 -0.20 0.50
H -3.6310 0.1021 -1.9098 1.50 -0.10 1.13
H 1.4034 2.1248 -0.5143 -1.38 -0.27 -1.10
H -0.0600 2.8305 -0.0423 -0.40 -1.67 0.04
H 0.3556 0.1550 -2.3917 0.07 -0.63 0.45
H -3.5471 -2.8873 -0.6908 1.18 1.21 0.02
H 3.0963 -1.8193 0.0865 -0.32 0.25 0.59
H -2.6410 -0.9071 2.5005 0.49 -1.29 0.65
Si -0.1265 0.2194 -0.9512 -1.26 0.69 -1.37
C -2.7064 -2.3289 -1.2333 -2.44 -0.70 -0.63
```
Forces are in eV/Å.

Properties
Spin multiplicity: 3
E_HOMO (spin up / spin down): -7.0 / -9.3 eV
⟨S²⟩: 2.005
Electronic energy: -41714.853 eV

***

Record 4
Formula: C13H23ClNNiO4P
Source: the OMol25 dataset
Level of theory: the ωB97M-V functional and the def2-TZVPD basis

```
44
Properties=species:S:1:pos:R:3:forces:R:3
N 0.9460 2.2533 2.0712 0.39 0.67 -0.15
C -0.9774 2.3441 -1.5059 0.21 -0.43 0.35
C -2.7776 0.8329 -2.0226 0.13 0.00 0.23
H -2.0997 -1.6386 1.3785 0.09 -0.20 -0.08
C -2.2568 2.1253 -2.0087 -0.04 -0.28 -0.10
Cl 4.7919 0.1983 -0.1278 -0.15 -0.54 -0.07
Ni 0.4754 -1.6393 -1.0316 2.27 1.62 -0.01
H -0.2693 3.7877 2.7165 -0.09 -0.05 -0.33
C 1.1086 1.5780 -0.3387 0.28 -0.22 0.23
H -1.1562 2.5248 1.8087 0.01 0.08 0.07
C 1.1679 1.1718 1.1485 0.53 -0.18 0.31
O 4.0238 0.3125 -1.4397 0.31 -0.43 0.80
H 1.1919 2.8492 4.0376 0.11 -0.23 0.02
C -0.2077 3.0923 1.8694 -0.12 -0.20 0.06
H -2.6621 -2.0572 -2.5537 -0.08 0.19 0.17
H 0.4772 0.3234 1.3477 -0.13 0.00 -0.16
H -3.5127 -1.7163 -1.0261 0.10 0.11 -0.20
C -0.2113 1.2813 -0.9874 -0.27 0.72 -0.53
C -0.6937 -0.0329 -1.0899 -0.05 0.29 -0.08
H -3.7835 0.6320 -2.3930 0.19 0.14 0.09
C 1.2361 1.9292 3.4446 -0.07 -0.09 -0.16
H 1.3407 2.6471 -0.4153 0.07 -0.24 -0.06
C -1.4983 -4.2834 -1.3108 -0.02 -0.60 0.18
H 2.1780 0.7891 1.3655 -0.45 0.09 -0.12
O 3.8297 -0.5019 0.8379 0.58 0.14 -0.98
H -1.0533 -3.0611 1.6499 -0.31 0.05 0.11
C -1.8687 -2.6549 1.0405 0.22 -0.13 0.35
H -0.5478 -4.8085 -1.1660 -0.31 -0.14 -0.09
H 0.5207 1.2032 3.8728 0.04 0.00 0.07
H -1.7271 -4.2277 -2.3807 0.08 -0.13 0.22
H -0.1036 3.6648 0.9393 -0.11 -0.05 0.21
H 2.8870 -1.5453 -0.2563 0.15 -0.74 2.30
H 2.9513 -1.0965 -1.4258 0.42 0.95 -2.20
H 1.9173 1.0294 -0.8459 -0.24 0.26 0.04
C -2.5496 -1.6283 -1.5471 0.00 -0.53 -0.06
O 2.4625 -1.8627 -1.0744 -0.62 0.05 -0.01
P -1.3005 -2.6209 -0.6677 -2.01 -0.79 -0.12
H -2.7545 -3.2963 1.1153 0.16 0.16 0.08
C -1.9971 -0.2346 -1.5551 -0.29 0.72 -0.34
H 2.2418 1.4950 3.5020 -0.19 0.11 0.11
O 5.9582 -0.6718 -0.3321 -0.78 0.42 0.05
H -0.5510 3.3498 -1.4933 -0.19 -0.26 0.05
H -2.2989 -4.7970 -0.7675 0.10 -0.12 -0.29
H -2.8475 2.9606 -2.3826 0.13 -0.20 0.05
```
Forces are in eV/Å.

Properties
Spin multiplicity: 3
E_HOMO (spin up / spin down): -7.9 / -7.9 eV
⟨S²⟩: 2.007
Electronic energy: -86380.880 eV

***

Which formula does entry 4 have?
C13H23ClNNiO4P

***

electronic energy of number 4 (C13H23ClNNiO4P)?
-86380.880 eV